(1)
# C4H11N3O

One molecule with the formula C4H11N3O in a non-equilibrium geometry (ωB97M-V/def2-TZVPD, the OMol25 dataset).

The orbital gap comes out at 9.5 eV. Its multiplicity is 1. The SMILES is C[C@H](CN)NC(N)=O.

Last column: Mulliken charge in e.
Geometry (Å):
1 O -0.2636 -0.6958 2.1255  -0.64
2 N 1.6443 -1.8818 -0.1914  -0.65
3 N -2.3968 0.0207 2.0054  -0.44
4 N -0.8249 0.3412 0.2265  -0.21
5 C -1.1259 -0.1017 1.4770  0.48
6 C 0.5180 0.4496 -0.2722  0.42
7 C 0.9930 -0.8399 -1.0142  -0.84
8 C 0.4513 1.5732 -1.3886  -1.37
9 H -0.5650 1.6672 -1.7703  0.32
10 H 2.6269 -1.6486 -0.1130  0.26
11 H 1.6656 -0.5506 -1.8239  0.39
12 H -1.5889 0.5173 -0.3998  0.21
13 H 0.1754 -1.4221 -1.4613  0.28
14 H -3.2404 -0.0020 1.4794  0.20
15 H 1.2643 -1.8154 0.7496  0.30
16 H -2.4592 -0.3147 2.9540  0.24
17 H 1.1493 1.4445 -2.2122  0.38
18 H 1.2268 0.7924 0.4733  0.33
19 H 0.7496 2.4664 -0.8437  0.33

=====

(2)
# C4H11N3O

A 2-piece molecular cluster, C4H11N3O overall in a non-equilibrium geometry (ωB97M-V/def2-TZVPD, the OMol25 dataset).

The orbital gap comes out at 9.8 eV. Its multiplicity is 1. The SMILES is [H]/N=C/NC.CNC=O.

Last column: Mulliken charge in e.
Geometry (Å):
1 O -1.7910 -2.5276 0.1953  -0.54
2 N 1.3056 1.6964 0.6009  -0.67
3 N 0.4457 -1.9184 0.3208  -0.16
4 N -1.0130 1.2568 0.2356  -0.19
5 C 1.4067 -1.2797 -0.5480  -0.67
6 C -0.9961 1.4612 -1.1959  -0.90
7 C -0.9457 -1.6706 0.4226  0.17
8 C 0.1565 1.3114 1.0326  -0.01
9 H -0.1338 2.0637 -1.4973  0.32
10 H -1.8952 1.9999 -1.5051  0.35
11 H 2.0351 -0.6777 0.1143  0.23
12 H 0.6731 -2.8942 0.4915  0.22
13 H -1.2076 -0.8799 1.1447  0.24
14 H -0.9889 0.4899 -1.6974  0.21
15 H -1.9153 1.2689 0.6963  0.28
16 H 0.8797 -0.7693 -1.3572  0.20
17 H -0.0843 1.2842 2.1079  0.37
18 H 1.9570 1.7978 1.3833  0.23
19 H 2.1115 -2.0127 -0.9449  0.33

=====

| no. | molecular weight (g/mol) | HOMO level (eV) |
| --- | --- | --- |
| 1 | 117.15 | -8.736 |
| 2 | 117.15 | -9.020 |